{"formula": "C54H144N27O7P7", "method": "ωB97M-V with the def2-TZVPD basis set", "homo_ev": -8.14, "fmax_ev_per_a": 6.36, "species": ["O", "P", "N", "C", "C", "N", "C", "C", "N", "C", "C", "H", "H", "H", "H", "H", "H", "H", "H", "H", "H", "H", "H", "H", "H", "H", "H", "H", "H", "O", "P", "N", "C", "C", "N", "C", "C", "N", "C", "C", "H", "H", "H", "H", "H", "H", "H", "H", "H", "H", "H", "H", "H", "H", "H", "H", "H", "H", "O", "P", "N", "C", "C", "N", "C", "C", "N", "C", "C", "H", "H", "H", "H", "H", "H", "H", "H", "H", "H", "H", "H", "H", "H", "H", "H", "H", "H", "O", "P", "N", "C", "C", "N", "C", "C", "N", "C", "C", "H", "H", "H", "H", "H", "H", "H", "H", "H", "H", "H", "H", "H", "H", "H", "H", "H", "H", "O", "P", "N", "C", "C", "N", "C", "C", "N", "C", "C", "H", "H", "H", "H", "H", "H", "H", "H", "H", "H", "H", "H", "H", "H", "H", "H", "H", "H", "O", "P", "N", "C", "C", "N", "C", "C", "N", "C", "C", "H", "H", "H", "H", "H", "H", "H", "H", "H", "H", "H", "H", "H", "H", "H", "H", "H", "H", "O", "P", "N", "C", "C", "N", "C", "C", "N", "C", "C", "H", "H", "H", "H", "H", "H", "H", "H", "H", "H", "H", "H", "H", "H", "H", "H", "H", "H", "C", "C", "N", "H", "H", "H", "C", "C", "N", "H", "H", "H", "C", "C", "N", "H", "H", "H", "C", "C", "N", "H", "H", "H", "C", "C", "N", "H", "H", "H", "C", "C", "N", "H", "H", "H"], "coordinates": [[1.30333, -8.77844, 2.17744], [1.84577, -9.55095, 3.23979], [2.39105, -11.08278, 2.72486], [2.57734, -12.23797, 3.75938], [3.21450, -11.30281, 1.54033], [0.71541, -9.78517, 4.50486], [-0.27240, -10.81516, 4.40489], [0.40729, -8.67268, 5.41323], [3.32227, -8.82278, 3.88522], [4.19173, -9.56193, 4.79606], [3.77187, -7.45683, 3.61799], [3.61161, -12.30853, 4.09613], [2.28097, -13.21856, 3.38695], [1.97491, -12.11745, 4.65973], [3.50528, -12.35299, 1.56602], [4.04945, -10.60645, 1.61801], [2.82470, -11.01405, 0.56423], [-0.65428, -10.66957, 3.39441], [0.08699, -11.81926, 4.63011], [-1.15355, -10.71024, 5.03789], [0.70650, -8.89432, 6.43766], [0.82611, -7.68758, 5.20771], [-0.66713, -8.49457, 5.45792], [4.55152, -10.47703, 4.32571], [5.13286, -9.02922, 4.93247], [3.68778, -9.66012, 5.75757], [4.85232, -7.32957, 3.68543], [3.20331, -6.75524, 4.22839], [3.37833, -7.34687, 2.60748], [9.86911, 5.64145, 2.18405], [8.72835, 6.36457, 2.71193], [7.46409, 5.37363, 3.32856], [6.83173, 5.66236, 4.61453], [6.82344, 4.28991, 2.61322], [8.07021, 7.60634, 1.65274], [6.69128, 8.05453, 1.80337], [8.94594, 8.60050, 1.05295], [9.27546, 7.21454, 4.12409], [10.33980, 6.61421, 4.88570], [8.57908, 8.34576, 4.61204], [7.43981, 6.05930, 5.42741], [6.37093, 4.80498, 5.10511], [6.10206, 6.44485, 4.40625], [5.80924, 4.54658, 2.30725], [6.57274, 3.47477, 3.29203], [7.49685, 4.03294, 1.79554], [6.12921, 8.12535, 0.87215], [6.14318, 7.35148, 2.43059], [6.75502, 8.98699, 2.36422], [9.19474, 9.40515, 1.74487], [9.91728, 8.18473, 0.78513], [8.45633, 9.06728, 0.19826], [11.24156, 6.69287, 4.27848], [10.38081, 7.17673, 5.81844], [10.03935, 5.60171, 5.15528], [8.64452, 8.33428, 5.70001], [7.50728, 8.37417, 4.41571], [8.84584, 9.29187, 4.14106], [7.90344, -5.40302, -4.70691], [7.50735, -5.24070, -3.26373], [6.91338, -3.72856, -2.80883], [6.50132, -3.25617, -1.51287], [6.51068, -2.71881, -3.82513], [8.90998, -5.42809, -2.21460], [8.67296, -5.80438, -0.83023], [10.05646, -4.47166, -2.20211], [6.42624, -6.44460, -2.67963], [6.79865, -7.81704, -2.79513], [4.96662, -6.26644, -2.36028], [7.36453, -3.31174, -0.84966], [5.70192, -3.87597, -1.10675], [6.15339, -2.22367, -1.48126], [6.60924, -3.22729, -4.78421], [7.13810, -1.82764, -3.80956], [5.49212, -2.36885, -3.65730], [8.26231, -4.99125, -0.23167], [8.03468, -6.67607, -0.68573], [9.45529, -6.45225, -0.43485], [9.78538, -3.50297, -1.78229], [10.93801, -4.98784, -1.82196], [10.40899, -4.34828, -3.22612], [7.67361, -7.97410, -3.42591], [7.02734, -8.33080, -1.86140], [6.03999, -8.36162, -3.35723], [4.38324, -6.20290, -3.27883], [4.64267, -5.34005, -1.88596], [4.60462, -7.15629, -1.84530], [-8.33747, -9.76272, -0.38130], [-7.03907, -9.35227, 0.15093], [-7.03998, -7.80568, 0.83870], [-8.25502, -6.99026, 0.90986], [-5.99252, -7.42833, 1.82377], [-5.70471, -9.47748, -1.00230], [-4.32543, -9.11905, -0.63514], [-5.98939, -9.37977, -2.37137], [-6.63419, -10.43686, 1.52467], [-7.45748, -10.25692, 2.74123], [-6.36261, -11.85419, 1.16747], [-8.73946, -7.07126, 1.88292], [-8.92022, -7.31564, 0.11002], [-8.07458, -5.92368, 0.77588], [-6.15279, -6.38849, 2.10865], [-4.98776, -7.49804, 1.40698], [-6.09209, -8.09129, 2.68322], [-4.33946, -9.18055, 0.45303], [-3.75009, -9.98533, -0.96167], [-4.03125, -8.13284, -0.99424], [-6.27478, -8.36041, -2.63128], [-5.12029, -9.85811, -2.82298], [-6.79668, -10.07350, -2.60619], [-7.67666, -9.22844, 3.02812], [-8.42950, -10.75005, 2.73161], [-6.78205, -10.71770, 3.46203], [-5.94812, -12.27446, 2.08381], [-5.58676, -11.66375, 0.42592], [-7.29580, -12.32433, 0.85725], [-1.03482, 13.39685, 5.01523], [-1.08218, 12.16620, 4.21425], [0.11106, 11.07911, 4.79241], [1.53794, 11.48351, 4.92887], [-0.13967, 9.86556, 5.68738], [-0.54723, 12.31939, 2.63404], [-0.85427, 13.41293, 1.82537], [0.13593, 11.25602, 1.81377], [-2.54470, 11.29957, 4.25837], [-2.75731, 10.18396, 3.18672], [-3.55140, 11.55490, 5.25901], [1.84655, 12.41043, 4.44547], [2.06644, 10.66309, 4.44338], [1.74377, 11.57961, 5.99493], [-1.20242, 9.70593, 5.86956], [0.41571, 9.99656, 6.61608], [0.33215, 8.95387, 5.32089], [-1.64137, 13.21016, 1.09909], [-1.26887, 14.22981, 2.41604], [-0.05189, 13.92734, 1.29654], [0.76825, 10.54511, 2.34565], [-0.58068, 10.73555, 1.17842], [0.76502, 11.68902, 1.03604], [-3.67528, 10.51637, 2.70200], [-1.83711, 9.98189, 2.63855], [-2.83191, 9.25483, 3.75174], [-4.58133, 11.82617, 5.02718], [-3.37676, 12.50882, 5.75666], [-3.62219, 10.77623, 6.01846], [-3.47591, -2.26461, -12.10599], [-3.90800, -1.98770, -10.75616], [-4.56838, -0.47524, -10.55224], [-5.31245, 0.28213, -11.63283], [-4.86502, 0.14624, -9.27822], [-2.62360, -2.16331, -9.59465], [-1.82694, -3.32289, -9.65368], [-1.89084, -1.06990, -8.94690], [-5.07981, -3.03584, -10.10500], [-6.07754, -3.70204, -10.75239], [-5.29872, -2.86519, -8.65689], [-5.27090, 1.37024, -11.58376], [-6.34102, -0.07839, -11.64570], [-4.89330, -0.03033, -12.58927], [-5.87739, 0.49860, -9.08064], [-4.26640, 1.05218, -9.37320], [-4.40511, -0.43052, -8.47577], [-1.95381, -3.85141, -8.70887], [-2.12591, -4.03444, -10.42336], [-0.76893, -3.06118, -9.66862], [-1.77129, -1.38324, -7.90978], [-0.92725, -0.93499, -9.43821], [-2.39779, -0.10606, -8.99289], [-6.96709, -3.07235, -10.76959], [-5.70368, -4.04203, -11.71818], [-6.36953, -4.51166, -10.08356], [-6.17243, -2.22984, -8.51180], [-4.38494, -2.84536, -8.06298], [-5.75645, -3.79295, -8.31363], [-0.52698, 1.39456, -0.04256], [-1.95982, 0.85874, -0.01677], [-2.72236, 1.42525, 1.46030], [-4.01549, 1.11274, 2.02667], [-2.10382, 2.60405, 2.05283], [-2.16762, -0.84643, -0.03430], [-1.25393, -1.68975, 0.79392], [-3.08767, -1.62793, -0.93191], [-2.99543, 1.50325, -1.32993], [-2.38865, 1.92656, -2.58120], [-4.43751, 1.43423, -1.45833], [-3.93692, 0.42709, 2.87037], [-4.63425, 0.66130, 1.25115], [-4.67404, 1.97883, 2.09222], [-2.26338, 3.49983, 1.45265], [-1.12245, 2.38230, 2.47216], [-2.56783, 2.80464, 3.01853], [-1.91714, -2.27296, 1.43275], [-0.64244, -2.27678, 0.10866], [-0.69711, -0.98195, 1.40798], [-2.74386, -2.65915, -1.01247], [-4.09510, -1.49224, -0.53847], [-2.88358, -1.31230, -1.95505], [-2.83221, 2.86570, -2.91192], [-1.33669, 1.97973, -2.30079], [-2.59016, 1.25109, -3.41262], [-4.85906, 2.33977, -1.89470], [-5.06899, 1.21341, -0.59777], [-4.68155, 0.56379, -2.06733], [3.04267, 5.63391, -3.31317], [2.96947, 7.08578, -3.63465], [2.83674, 8.20779, -3.84193], [2.02730, 5.35289, -3.03361], [3.83150, 5.54331, -2.56642], [3.26116, 5.06732, -4.21834], [-10.49615, 5.86290, 1.51090], [-10.04223, 4.47946, 1.33334], [-9.67022, 3.41115, 1.28801], [-10.00202, 6.36047, 0.67642], [-10.14876, 6.22932, 2.47690], [-11.56833, 6.03768, 1.42174], [-7.05974, 6.99748, 10.45521], [-6.23406, 6.57575, 9.27437], [-5.62573, 6.30795, 8.26528], [-6.41559, 7.25236, 11.29675], [-7.75721, 6.16303, 10.52833], [-7.59409, 7.88997, 10.12957], [1.66969, 0.95782, 6.58476], [2.60914, 0.10170, 7.33137], [3.25771, -0.64722, 7.95869], [1.41233, 1.81554, 7.20620], [0.69361, 0.51584, 6.38470], [2.11077, 1.23572, 5.62751], [1.14430, 7.28977, -9.08555], [1.09463, 6.00806, -8.28120], [0.98168, 5.00257, -7.70228], [0.79976, 8.12281, -8.47282], [0.57650, 7.30042, -10.01593], [2.19461, 7.50610, -9.28080], [-4.78502, 7.95274, -2.06931], [-4.06304, 9.13164, -2.61235], [-3.43692, 9.94557, -3.09034], [-4.02744, 7.26430, -1.69487], [-5.41433, 7.32479, -2.70001], [-5.30502, 8.33494, -1.19089]], "forces_ev_per_a": [[-1.0253, 2.2494, -2.9540], [3.1674, -1.8696, 3.1961], [-1.5348, -1.8743, 2.6443], [-0.2347, 1.3255, -0.6674], [0.3778, 1.1181, 0.4168], [2.1557, 0.9004, 0.5843], [-0.8819, -0.1144, -0.9691], [-0.0910, -0.0778, 0.5239], [-0.6368, -1.0196, 0.0350], [-0.2383, 0.2169, -0.4521], [-2.2257, -0.5589, -1.0280], [0.0983, 0.0526, -0.1978], [-0.0359, 0.1963, -0.6397], [0.1055, 0.5367, -0.1860], [0.2390, 0.2667, -0.3274], [0.8213, -0.4182, 0.0556], [-0.9160, -0.3303, 0.2072], [-0.3767, -1.1329, -0.2587], [0.0769, 0.0066, -0.4255], [0.2887, 0.6364, 0.3657], [0.1137, -0.1877, 0.1493], [0.4108, -0.2963, -0.6595], [-0.1502, -0.1548, -0.2395], [-0.4880, -0.4412, 0.4018], [-0.2265, 0.3990, 0.2026], [0.3619, -0.6373, 0.2124], [-0.2151, -0.1223, -0.0314], [0.4756, 0.3959, 0.3052], [0.5792, 0.9473, -0.2800], [0.6007, -0.7949, -1.1517], [-1.1429, 2.2536, 1.9688], [1.1461, 0.6416, 0.5883], [-0.2698, 1.0032, -0.0360], [-0.0196, 0.4419, 0.0212], [0.1483, -2.1861, 0.8612], [0.5213, -0.3830, 0.9161], [0.4264, -0.1118, 0.4217], [-1.5041, -1.0656, -2.7750], [-0.5743, 0.3542, 0.0527], [-0.9175, 0.6973, 0.2906], [0.6939, 0.0762, -0.5191], [-0.1939, -0.2977, -0.6857], [-0.6798, -0.1100, 0.5634], [-0.0463, 0.4702, -0.7866], [0.8846, -0.4040, 0.0597], [-0.4791, -0.4694, -0.0858], [0.3016, 0.2989, -0.1758], [0.0160, -0.0746, -0.0146], [-0.6736, 0.4520, -0.2695], [-0.1897, 0.2932, 0.3166], [-0.2404, -0.2777, -0.2821], [0.0695, -0.2401, -0.1643], [0.3034, -0.4686, 0.5894], [0.5477, 0.0069, 0.0036], [0.5858, -0.3205, -0.1095], [0.1747, 0.6126, 0.0598], [-0.3068, -0.7253, -0.0548], [0.8099, 0.3293, 0.3937], [-0.7820, 0.7580, 1.9953], [1.2892, -0.5453, 0.6069], [-0.9501, 1.2026, -1.9201], [0.7052, -1.0663, 1.2779], [0.3666, -1.2461, -0.4372], [-0.6351, -0.1766, 0.2345], [-0.7966, -1.7720, -0.0898], [-0.6299, -1.1023, -2.1020], [-0.3027, 2.1141, 0.4867], [0.5181, -0.9308, -1.0448], [0.5530, 0.1880, -1.2750], [-0.1863, 0.1021, 0.4023], [-0.0194, 0.0586, 0.2940], [0.1377, -0.0716, -0.5371], [-0.1553, 0.4469, -0.2218], [0.3151, -0.1121, 0.1163], [-0.1880, -0.2914, -0.0816], [0.6393, -0.1798, 0.5401], [-1.4426, 0.4356, -0.7777], [1.4110, 1.4085, 0.3803], [0.3368, -0.0484, 0.3555], [-0.2902, 0.2641, 0.9832], [-0.4870, 0.4879, -0.3144], [0.2535, 0.4671, 0.0405], [-0.3023, 0.0864, 0.3426], [-0.3148, -0.1970, 0.2542], [0.0357, -0.3704, -0.4402], [0.7212, -0.1720, 0.5999], [0.1915, 0.2574, 0.3435], [-0.5416, 0.4000, -1.1094], [1.9172, -1.0882, 1.5531], [0.6729, 0.0648, 0.0303], [-0.0487, -0.5264, -0.2866], [-0.6317, -0.3108, -0.5892], [-1.4676, 0.1127, 3.9345], [-1.6603, -1.2004, 0.9342], [-0.7426, -1.1122, -0.6032], [-0.4651, 2.4014, -1.6634], [0.8669, -0.5059, -0.4737], [0.0174, 2.4869, 0.6626], [-0.2436, -0.2549, 0.1006], [-0.1640, -0.0113, 0.2611], [0.4763, -0.0030, -0.2159], [-0.0406, -0.0793, 0.0787], [-0.1263, -0.0644, 0.0548], [0.3990, 0.3015, 0.2461], [0.5945, 0.3109, 0.0346], [0.7526, 0.5597, -0.3368], [0.2783, -0.1328, -0.0939], [0.4197, 0.0384, -0.8178], [0.1156, 0.7964, -0.8820], [-0.3498, 0.3084, -0.1524], [0.3808, 0.0655, -0.2906], [-0.0242, -0.3732, -0.2351], [-0.5962, 0.0803, 0.7877], [0.0451, -0.5272, -0.2401], [-0.1473, -1.2857, -0.3665], [0.3261, -0.4506, -0.3169], [-0.8736, 0.5971, -0.4496], [1.3801, -2.0265, 0.8953], [-0.6163, -1.0707, 0.5937], [-1.2114, -0.4996, -0.3798], [0.4571, 1.5169, -0.8733], [1.7742, -2.2253, -0.1010], [-1.6921, 2.5661, -0.4323], [-0.4622, 0.4276, 0.0091], [1.1438, -0.1548, -1.8923], [0.2964, 1.4098, 3.0037], [-0.2025, 0.6744, 1.0245], [-0.5931, 0.0250, -0.1421], [0.7079, 0.0360, 0.3858], [0.4049, -0.1257, -0.0186], [0.1531, 0.0842, -0.0456], [-0.4135, 0.4317, 0.3960], [-0.2160, -0.0880, -0.7493], [-0.0516, -0.2785, -0.3875], [-0.1157, -0.0534, 0.3684], [0.5970, -0.6192, -0.0044], [-0.4266, 0.1700, 0.3898], [-0.3422, -0.3771, 0.2683], [0.2538, 0.6673, 0.3827], [0.3413, -0.7163, -0.6693], [-0.4281, 0.8247, -0.4925], [-0.8198, -0.1329, 0.0079], [-0.2607, -0.7501, -1.4723], [1.0626, -0.1440, 0.2879], [0.1515, -0.1772, 0.0864], [-0.1835, -0.4766, -1.8430], [-0.0151, -0.1412, 2.8741], [-1.0291, 1.4395, -0.9533], [0.9462, -2.1957, -0.3352], [1.8539, 0.5959, 0.0641], [-2.0606, 2.6019, -1.3888], [0.1049, -1.5265, 0.8110], [-0.6509, -0.2297, -0.4380], [4.5742, 1.7192, 2.5134], [-1.6164, -0.8782, -0.7057], [-1.1512, -1.8936, -0.8450], [0.2593, -0.1186, 0.5665], [-0.2495, 0.3580, 0.1428], [0.0819, 0.1246, -0.0428], [-0.3287, -0.7388, -0.1576], [-0.0891, 0.5815, 0.7623], [-0.6019, 0.1223, 0.1739], [0.1234, -0.4583, 0.3283], [0.2249, 0.2927, -0.2511], [0.1193, -0.1362, -0.6229], [0.3571, 0.3631, 0.2257], [0.2395, -0.0235, 0.1628], [-0.0769, -0.2627, 0.0301], [-0.5879, 0.0550, -0.8487], [-0.6150, -0.0519, -0.1182], [-0.0663, -0.6965, -0.4936], [0.5994, 1.0931, 0.6160], [-0.2415, 1.1023, -0.1746], [0.0829, -0.6178, -0.0511], [-3.0601, -1.2922, -0.2493], [-0.9521, 0.8903, 0.1578], [1.4555, -0.1588, -1.2070], [-0.5652, -0.7756, -2.0654], [-0.3018, -0.3448, 1.2347], [0.2641, 0.6948, -0.3583], [-1.3985, 1.5299, -0.5153], [1.6193, 1.3415, 0.3691], [0.8995, -0.4849, 1.8334], [0.2698, -0.3605, 0.8650], [-0.4409, -1.1283, 0.2366], [-0.3423, 0.4491, 0.3020], [0.2463, -1.0568, 0.0436], [0.5000, 0.5002, 1.1394], [0.7341, 0.0740, -0.0724], [0.6167, 0.3910, -1.1685], [-0.8317, 0.0142, -0.0753], [0.4388, -0.4543, 0.0872], [0.2187, -0.1429, 0.4571], [0.4210, -0.4303, -0.0011], [-0.2620, -0.1489, 0.8017], [-0.1448, -0.4452, -0.6606], [-0.8640, 0.5119, -0.1216], [0.3277, 0.4039, 0.2526], [0.1900, 0.3882, -0.9259], [0.2459, -0.5014, -0.0315], [0.2318, 0.0799, -0.1876], [0.6929, 0.3627, 0.6257], [-0.2130, 0.1033, -0.7610], [-0.1690, 1.3016, -0.7495], [-0.1927, -0.5120, -0.0566], [0.1518, -0.1301, -0.0025], [0.3009, -0.2233, 0.5892], [-0.3911, -0.5346, 0.1080], [0.2850, 0.0834, 0.0801], [0.5455, -0.1789, -0.5730], [-1.3472, 1.7510, 0.8051], [0.7419, -1.8753, -0.3106], [-0.0696, 0.6634, 0.2699], [0.0664, 0.0974, -0.1875], [0.0749, -0.4591, -0.0060], [0.6819, -0.3453, -1.9219], [2.9677, -0.6642, -4.6552], [-3.1651, 1.2694, 5.3695], [-0.3122, -0.4662, 0.1000], [-0.0658, 0.2351, 0.9365], [-0.1017, -0.0246, 0.1644], [0.0890, 0.1339, 0.2312], [0.6745, -2.0757, 1.3621], [-1.4395, 2.0370, -1.6340], [0.4088, 0.2778, -0.2017], [0.2932, -0.6299, 0.0635], [-0.0318, 0.2578, 0.1696], [0.5533, -0.5016, 1.1036], [-0.7641, -0.6478, -0.1548], [0.3832, 1.9445, -0.9871], [-0.1636, -0.1766, 0.1281], [0.0363, -0.5228, 0.1900], [-0.0327, -0.0944, -0.2306], [0.8590, 0.4926, 0.9364], [-1.4955, -2.6417, 0.0340], [0.9610, 1.6047, -0.5942], [0.1468, 0.0694, 0.1052], [-0.0773, 0.8300, -0.4002], [-0.3906, -0.3592, -0.0742]], "mulliken_charge": [-0.884, 0.419, 0.136, -1.125, -0.918, 0.272, -1.113, -1.055, 0.254, -0.929, -0.939, 0.392, 0.336, 0.348, 0.345, 0.306, 0.271, 0.402, 0.234, 0.426, 0.322, 0.293, 0.421, 0.197, 0.411, 0.249, 0.375, 0.242, 0.312, -0.794, 0.311, 0.265, -0.990, -0.962, 0.190, -0.847, -0.866, 0.191, -1.005, -1.046, 0.244, 0.388, 0.296, 0.325, 0.329, 0.317, 0.297, 0.158, 0.344, 0.276, 0.281, 0.329, 0.260, 0.411, 0.309, 0.455, 0.300, 0.230, -0.800, 0.416, 0.289, -0.959, -1.115, 0.042, -0.786, -0.960, 0.333, -1.280, -1.004, 0.185, 0.204, 0.465, 0.374, 0.307, 0.384, 0.219, 0.157, 0.383, 0.288, 0.389, 0.315, 0.376, 0.297, 0.497, 0.316, 0.243, 0.425, -0.835, 0.560, 0.141, -0.966, -0.788, 0.242, -1.113, -1.097, 0.119, -1.081, -0.998, 0.328, 0.328, 0.353, 0.377, 0.159, 0.289, 0.367, 0.439, 0.249, 0.280, 0.410, 0.315, 0.300, 0.255, 0.414, 0.401, 0.278, 0.277, -0.854, 0.441, 0.321, -1.148, -0.912, 0.396, -1.153, -1.132, 0.246, -0.918, -1.062, 0.268, 0.402, 0.347, 0.224, 0.319, 0.289, 0.383, 0.339, 0.354, 0.265, 0.371, 0.366, 0.322, 0.182, 0.359, 0.344, 0.334, 0.307, -0.837, 0.427, 0.259, -1.004, -1.348, 0.287, -1.124, -1.068, 0.277, -0.872, -1.158, 0.317, 0.336, 0.334, 0.283, 0.470, 0.467, 0.321, 0.333, 0.350, 0.343, 0.298, 0.349, 0.330, 0.298, 0.259, 0.325, 0.276, 0.471, -0.788, 0.351, 0.295, -1.009, -1.208, 0.202, -1.076, -0.927, 0.208, -1.000, -0.993, 0.275, 0.254, 0.450, 0.329, 0.282, 0.510, 0.383, 0.349, 0.324, 0.401, 0.261, 0.270, 0.287, 0.317, 0.310, 0.334, 0.239, 0.368, -0.637, 0.261, -0.374, 0.227, 0.258, 0.263, -0.685, 0.255, -0.322, 0.230, 0.248, 0.275, -0.624, 0.273, -0.402, 0.268, 0.243, 0.244, -0.723, 0.313, -0.356, 0.256, 0.267, 0.243, -0.715, 0.294, -0.366, 0.261, 0.283, 0.246, -0.699, 0.258, -0.323, 0.230, 0.301, 0.234]}